# 1
65
Properties=species:S:1:pos:R:3 method="wB97M-V/def2-TZVPD" orbital_gap_ev=10.31 e_lumo_ev=1.98 de_lowest_ev=0.000 homo_ev=-8.328 total_charge=-1 fmax_ev_per_a=1.4
Cl 0.2054 0.7151 -0.1246
O 0.8930 1.8123 -0.7386
O 1.0649 -0.4274 0.0650
O -0.3059 1.1269 1.1825
O -0.9398 0.3750 -0.9328
C 1.9714 1.8775 3.4918
C 2.5694 2.9871 4.2260
N 2.9902 3.8725 4.8130
H 1.4236 1.2285 4.1740
H 2.6917 1.3254 2.8998
H 1.2048 2.3234 2.8539
C -3.2001 -2.3157 -0.8668
C -3.3770 -3.3259 0.1685
N -3.4558 -4.1250 0.9933
H -4.0397 -2.2875 -1.5609
H -2.3041 -2.5801 -1.4250
H -3.1330 -1.3277 -0.4175
C -4.1584 0.9909 -2.9240
C -4.8815 -0.0470 -3.6400
N -5.4332 -0.8951 -4.1705
H -4.7308 1.8980 -2.7652
H -3.3126 1.2974 -3.5456
H -3.7071 0.5538 -2.0364
C 0.2801 0.0645 -4.0600
C 1.1733 1.2050 -4.0015
N 1.9227 2.0806 -3.9516
H -0.7570 0.3557 -3.9143
H 0.5219 -0.6400 -3.2608
H 0.4352 -0.4853 -4.9878
C -1.9396 3.2136 3.3002
C -2.7660 4.3101 2.7811
N -3.4050 5.1484 2.3398
H -1.6427 2.5850 2.4601
H -2.5202 2.6749 4.0425
H -1.0444 3.6458 3.7440
C 1.3463 -3.7356 -1.3531
C 2.4416 -4.2944 -0.5737
N 3.3066 -4.7012 0.0628
H 1.7428 -3.5977 -2.3624
H 1.0276 -2.7627 -0.9799
H 0.4792 -4.3895 -1.4001
C -1.1958 -1.7811 2.4712
C -0.2129 -2.8201 2.1984
N 0.5435 -3.6598 2.0175
H -0.6886 -0.9805 3.0115
H -2.0277 -2.2142 3.0221
H -1.5888 -1.2942 1.5804
C 4.0942 -0.4491 -1.6422
C 4.1059 -1.5456 -2.5901
N 4.1116 -2.4111 -3.3348
H 5.0477 -0.2665 -1.1489
H 3.3499 -0.5305 -0.8505
H 3.8602 0.4608 -2.2026
C 2.8523 -1.7667 2.7651
C 3.5613 -3.0375 2.8715
N 4.1954 -3.9941 2.9190
H 3.4627 -0.9604 3.1656
H 1.8961 -1.7376 3.2739
H 2.6811 -1.7099 1.6865
C -0.9405 4.4085 -0.7395
C -1.5090 3.7532 -1.9074
N -1.9422 3.1837 -2.8035
H 0.0070 4.8479 -1.0515
H -0.6693 3.6487 -0.0070
H -1.6316 5.1266 -0.3100


# 2
72
Properties=species:S:1:pos:R:3 method="wB97M-V/def2-TZVPD" orbital_gap_ev="4.72 / 2.99" s_squared=2.017 e_lumo_ev="-9.24 / -10.96" homo_ev="-13.953 / -13.953" multiplicity=3 total_charge=+2 fmax_ev_per_a=8.3
Cu 4.1146 -5.7297 -1.4678
Cu 1.2315 -3.4776 -8.8722
S 2.2754 -4.2740 -4.9474
O 2.0620 -3.9219 -3.5926
O 2.7167 -3.2661 -5.9085
O 3.3708 -5.2185 -4.7238
O 1.2277 -4.7643 -5.7543
C 0.4507 -13.8345 -1.3452
C 1.7850 -13.5774 -2.1872
C 1.3845 -13.3572 -3.6246
O 2.1286 -12.2446 -3.8538
C 2.5295 -11.7006 -2.7217
O 3.0947 -10.5554 -2.6724
O 2.3170 -12.4072 -1.6764
H -0.2994 -13.0538 -1.4712
H 0.5722 -13.9489 -0.2681
H -0.0286 -14.7788 -1.6036
H 2.4154 -14.4573 -2.0595
H 0.3106 -13.2046 -3.7324
H 1.6720 -14.2515 -4.1775
C -4.9793 -5.2144 -4.9836
C -4.0205 -5.8359 -3.9647
C -3.4422 -4.8972 -2.8690
O -3.8523 -5.4384 -1.6213
C -4.7206 -6.4715 -1.8587
O -5.1860 -7.1114 -0.9145
O -4.7916 -6.7508 -3.2178
H -5.9159 -4.8779 -4.5391
H -5.1000 -5.9891 -5.7408
H -4.3644 -4.4568 -5.4694
H -3.2413 -6.4759 -4.3784
H -3.9935 -3.9627 -2.9735
H -2.3577 -4.8291 -2.9551
C 3.7935 1.9311 -2.7866
C 4.1965 3.0176 -3.7827
C 4.1896 2.5303 -5.1941
O 3.0951 3.2879 -5.8029
C 2.5775 4.1577 -4.8920
O 1.6863 4.9769 -5.1082
O 3.3051 4.0875 -3.7602
H 2.9186 1.3881 -3.1441
H 3.6850 2.3745 -1.7968
H 4.6606 1.2758 -2.7034
H 5.1453 3.3754 -3.3828
H 3.9966 1.4616 -5.2877
H 5.1798 2.6159 -5.6418
C 4.0979 1.6112 4.2215
C 3.5096 0.2289 4.4844
C 1.9974 0.1162 4.2906
O 1.9196 -0.8994 3.3563
C 3.1070 -1.4109 3.1153
O 3.3129 -2.2942 2.2908
O 4.0786 -0.7007 3.5594
H 5.1554 1.4937 4.4580
H 3.7146 2.4264 4.8352
H 4.1030 1.8819 3.1656
H 3.7805 -0.1348 5.4756
H 1.6192 1.0717 3.9270
H 1.4101 -0.1848 5.1582
C -6.2561 1.2067 -5.2108
C -4.7666 1.5612 -5.4178
C -3.7544 1.4661 -4.2801
O -2.6983 1.0000 -5.0026
C -2.9961 0.4342 -6.1822
O -2.3331 -0.3684 -6.8174
O -4.3413 0.6830 -6.3410
H -6.3935 0.2763 -4.6600
H -6.7684 0.9191 -6.1289
H -6.8006 2.0445 -4.7752
H -4.7238 2.6087 -5.7160
H -4.1494 0.7357 -3.5739
H -3.6203 2.4090 -3.7499


# 3
87
Properties=species:S:1:pos:R:3 method="wB97M-V/def2-TZVPD" orbital_gap_ev="10.86 / 10.02" s_squared=6.004 e_lumo_ev="2.13 / 1.99" de_lowest_ev=0.000 homo_ev="-8.735 / -8.023" multiplicity=5 total_charge=-1 fmax_ev_per_a=2.1
Fe -24.3407 -6.6803 -22.3109
P -21.3337 -6.9788 -21.3857
F -20.0233 -7.1336 -22.3010
F -20.7618 -5.6017 -20.7602
F -22.0476 -6.1467 -22.5760
F -22.7877 -6.7711 -20.6034
F -21.9010 -8.3871 -21.8571
F -20.5992 -7.7010 -20.1323
P -26.3673 -7.7514 -20.5966
F -26.5091 -7.7240 -19.0131
F -25.5021 -6.3493 -20.5483
F -24.9441 -8.5114 -20.5460
F -26.1927 -7.6160 -22.2696
F -27.1773 -9.0839 -20.7967
F -27.7199 -6.8905 -20.7214
P -24.1990 -6.8107 -25.2948
F -25.0253 -8.1346 -25.6001
F -25.3098 -6.1546 -24.2020
F -23.5545 -7.6836 -24.0019
F -23.3610 -5.4882 -24.8675
F -22.9708 -7.1919 -26.2305
F -25.0250 -6.1046 -26.4680
C -26.2984 -0.9656 -20.1270
C -26.4159 -1.8961 -21.3070
C -25.6571 -1.4453 -22.5733
O -24.8726 -2.5736 -22.9567
C -25.0075 -3.5221 -22.0310
O -24.5628 -4.6274 -22.1533
O -25.7111 -3.1255 -20.9875
H -26.6701 -1.4659 -19.2355
H -26.8109 -0.0253 -20.3270
H -25.2401 -0.7647 -19.9554
H -27.4470 -2.1781 -21.5202
H -24.9800 -0.6328 -22.3063
H -26.3219 -1.1478 -23.3786
C -16.0250 -7.3447 -23.4083
C -16.9618 -6.7245 -24.4410
C -17.8132 -5.6184 -23.8632
O -17.1379 -4.4399 -24.2880
C -16.1769 -4.7633 -25.1822
O -15.3846 -4.0054 -25.6436
O -16.2619 -6.0914 -25.5001
H -15.4638 -6.6095 -22.8161
H -15.1733 -7.7854 -23.9386
H -16.5666 -8.0333 -22.7711
H -17.5399 -7.5803 -24.7882
H -17.8751 -5.6516 -22.7753
H -18.8589 -5.7266 -24.1676
C -21.6853 -5.7803 -16.5341
C -22.3952 -5.2612 -17.7603
C -23.8883 -5.5764 -17.9078
O -24.4173 -4.3584 -18.3938
C -23.5146 -3.3678 -18.2896
O -23.6582 -2.2677 -18.7264
O -22.4085 -3.8045 -17.6576
H -20.8158 -5.1460 -16.3555
H -21.2577 -6.7738 -16.6800
H -22.3290 -5.7819 -15.6552
H -21.7774 -5.4098 -18.6448
H -24.2710 -5.8511 -16.9234
H -23.9497 -6.4493 -18.5513
C -19.7179 -8.0438 -27.3328
C -19.7860 -9.2679 -26.4587
C -20.0793 -8.9014 -24.9940
O -21.2243 -9.6633 -24.6530
C -21.7346 -10.2635 -25.7571
O -22.7250 -10.9141 -25.7392
O -20.9357 -10.0647 -26.8188
H -19.0940 -7.2897 -26.8560
H -20.7332 -7.6407 -27.3926
H -19.4906 -8.2628 -28.3755
H -18.9591 -9.9779 -26.4761
H -20.3473 -7.8482 -24.8341
H -19.2109 -8.9822 -24.3345
C -17.1061 -8.2418 -19.9229
C -17.4050 -9.7112 -20.1790
C -18.4131 -9.9249 -21.3424
O -17.6847 -10.7805 -22.2269
C -16.4641 -11.0616 -21.7605
O -15.7010 -11.8274 -22.2492
O -16.2002 -10.3298 -20.6466
H -18.0187 -7.6598 -20.0836
H -16.3362 -7.8944 -20.6030
H -16.8430 -8.0330 -18.8859
H -17.7769 -10.2281 -19.2956
H -18.6457 -8.9930 -21.8561
H -19.3619 -10.3081 -20.9730